Below is a structure of composition C61H46FeNO3P3SSi, with properties calculated with ωB97M-V with the def2-TZVPD basis set.

```
117
Properties=species:S:1:pos:R:3
Fe -0.060 0.059 0.386
C -5.873 -0.229 2.165
C -5.929 0.837 1.275
C -4.803 1.213 0.561
C -3.600 0.514 0.700
C -3.554 -0.517 1.627
C -4.675 -0.898 2.353
P -2.055 0.991 -0.190
C -2.245 2.793 0.084
C -1.945 3.274 1.361
C -2.123 4.612 1.671
C -2.604 5.490 0.706
C -2.900 5.021 -0.562
C -2.722 3.678 -0.875
C -2.378 0.726 -1.979
C -3.644 0.846 -2.549
C -3.828 0.622 -3.906
C -2.749 0.261 -4.697
C -1.495 0.106 -4.126
C -1.287 0.330 -2.766
Si 0.293 -0.040 -1.784
C 2.106 0.400 -2.161
C 2.681 0.752 -3.387
C 4.045 0.954 -3.500
C 4.877 0.788 -2.396
C 4.333 0.423 -1.179
C 2.950 0.258 -1.056
P 2.181 -0.377 0.468
C 2.728 0.610 1.905
C 2.063 0.340 3.101
C 2.351 1.059 4.251
C 3.303 2.069 4.215
C 3.960 2.351 3.026
C 3.675 1.626 1.874
C 3.163 -1.915 0.668
C 3.328 -2.755 -0.435
C 4.072 -3.920 -0.328
C 4.676 -4.257 0.876
C 4.540 -3.416 1.970
C 3.788 -2.252 1.866
C 0.473 -1.931 -2.222
C 0.990 -2.447 -3.419
C 1.083 -3.810 -3.640
C 0.636 -4.714 -2.678
C 0.113 -4.240 -1.489
C 0.066 -2.862 -1.258
P -0.628 -2.128 0.244
C -2.330 -2.825 0.140
C -2.870 -3.685 1.092
C -4.176 -4.143 0.968
C -4.955 -3.750 -0.110
C -4.414 -2.916 -1.079
C -3.109 -2.465 -0.959
C 0.028 -3.016 1.716
C 0.916 -4.085 1.674
C 1.392 -4.662 2.846
C 0.999 -4.174 4.081
C 0.117 -3.102 4.140
C -0.360 -2.533 2.971
H -6.754 -0.520 2.722
H -6.852 1.389 1.148
H -4.857 2.083 -0.081
H -2.618 -1.029 1.781
H -4.608 -1.718 3.057
H -1.559 2.598 2.115
H -1.883 4.973 2.664
H -2.734 6.538 0.943
H -3.244 5.702 -1.330
H -2.916 3.340 -1.882
H -4.503 1.103 -1.945
H -4.815 0.725 -4.339
H -2.886 0.084 -5.757
H -0.670 -0.218 -4.751
H 2.056 0.887 -4.259
H 4.467 1.238 -4.456
H 5.946 0.932 -2.491
H 4.985 0.237 -0.333
H 1.321 -0.451 3.137
H 1.828 0.834 5.173
H 3.528 2.639 5.108
H 4.696 3.145 2.990
H 4.174 1.881 0.949
H 2.885 -2.501 -1.390
H 4.186 -4.558 -1.195
H 5.262 -5.164 0.956
H 5.019 -3.660 2.910
H 3.691 -1.610 2.731
H 1.348 -1.769 -4.188
H 1.495 -4.179 -4.572
H 0.690 -5.779 -2.863
H -0.267 -4.935 -0.750
H -2.281 -4.001 1.943
H -4.583 -4.809 1.719
H -5.976 -4.100 -0.201
H -5.005 -2.612 -1.934
H -2.697 -1.828 -1.734
H 1.258 -4.475 0.725
H 2.088 -5.488 2.783
H 1.377 -4.621 4.991
H -0.203 -2.709 5.097
H -1.045 -1.695 3.047
O 0.639 1.859 0.568
C 0.689 2.693 -0.375
N 0.270 2.456 -1.602
S 0.468 3.770 -2.567
O -0.800 4.343 -2.920
O 1.376 3.484 -3.640
C 1.241 4.778 -1.324
C 1.731 6.066 -1.399
C 2.257 6.610 -0.233
C 2.280 5.883 0.953
C 1.780 4.587 1.008
C 1.263 4.049 -0.154
H 1.708 6.629 -2.322
H 2.656 7.616 -0.247
H 2.694 6.338 1.844
H 1.790 4.006 1.921
```

Output
Largest force on an atom: 0.90 eV/Å
Electronic energy: -5608.147504 hartree
HOMO-LUMO gap (alpha / beta): 8.54 / 8.53 eV

Löwdin atomic charge list, values in e, 99 entries:
1 Fe -0.172
2 C -0.081
3 C -0.074
4 C -0.089
5 C -0.303
6 C -0.112
7 C -0.073
8 P 1.098
9 C -0.344
10 C -0.096
11 C -0.079
12 C -0.082
13 C -0.071
14 C -0.098
15 C -0.355
16 C -0.089
17 C -0.075
18 C -0.072
19 C -0.072
20 C -0.258
21 Si 0.610
22 C -0.248
23 C -0.091
24 C -0.067
25 C -0.074
26 C -0.092
27 C -0.340
28 P 1.095
29 C -0.340
30 C -0.105
31 C -0.072
32 C -0.086
33 C -0.085
34 C -0.074
35 C -0.308
36 C -0.084
37 C -0.070
38 C -0.087
39 C -0.086
40 C -0.078
41 C -0.255
42 C -0.091
43 C -0.077
44 C -0.078
45 C -0.091
46 C -0.361
47 P 1.033
48 C -0.337
49 C -0.090
50 C -0.084
51 C -0.082
52 C -0.061
53 C -0.081
54 C -0.339
55 C -0.082
56 C -0.075
57 C -0.079
58 C -0.081
59 C -0.133
60 H 0.102
61 H 0.104
62 H 0.099
63 H 0.044
64 H 0.106
65 H 0.109
66 H 0.102
67 H 0.101
68 H 0.109
69 H 0.097
70 H 0.090
71 H 0.103
72 H 0.104
73 H 0.100
74 H 0.103
75 H 0.106
76 H 0.102
77 H 0.109
78 H 0.088
79 H 0.104
80 H 0.102
81 H 0.106
82 H 0.098
83 H 0.099
84 H 0.107
85 H 0.102
86 H 0.105
87 H 0.098
88 H 0.098
89 H 0.103
90 H 0.102
91 H 0.108
92 H 0.099
93 H 0.104
94 H 0.102
95 H 0.107
96 H 0.099
97 H 0.087
98 H 0.107
99 H 0.103